DFT (the ωB97M-V functional and the def2-TZVPD basis) results for the molecule C23H17ClN4O2S2.

For the electronic energy, the calculation gives -68373.743 eV. The SMILES is O=c1c(/C=N/Cc2ccco2)c(CSc2ccc(Cl)cc2)[nH]n1-c1nc2ccccc2s1. The calculation puts the highest occupied orbital energy at -8.5 eV. As for the total charge: 0. The maximum force is 3.12 eV/A. The multiplicity is 1. The frontier orbital gap comes out at 0.3148 hartree.

Positions of all 49 atoms, in Å:
O -1.92741 1.98882 0.24432
C -1.51745 1.39062 -0.70619
C -0.24865 1.60623 -1.34760
C 0.68547 2.59302 -0.81174
N 1.75544 2.99706 -1.43030
C 2.54701 4.02315 -0.73564
C 3.29348 3.55075 0.47824
C 2.99305 3.90465 1.76888
C 3.93048 3.25380 2.62320
C 4.75621 2.52296 1.80192
O 4.41350 2.72119 0.48475
C -0.15738 0.67364 -2.34170
C 1.02978 0.34491 -3.19534
S 1.64708 -1.35696 -2.79637
C 1.62454 -1.22708 -1.03086
C 0.67243 -1.94870 -0.26430
C 0.64918 -1.84564 1.13092
C 1.58803 -1.00900 1.79368
Cl 1.48142 -0.71236 3.52971
C 2.53149 -0.33954 1.00124
C 2.58625 -0.45133 -0.40072
N -1.31156 -0.08510 -2.37528
N -2.12062 0.28422 -1.27263
C -2.86467 -0.63407 -0.58521
N -3.12328 -1.79156 -1.17733
C -3.83094 -2.62305 -0.33093
C -4.22644 -3.86989 -0.69647
C -4.92576 -4.66896 0.20643
C -5.06974 -4.23583 1.54040
C -4.66744 -2.94585 1.89048
C -4.02535 -2.14751 0.96661
S -3.42760 -0.50817 1.10199
H 0.49395 3.00498 0.19600
H 1.91611 4.85520 -0.41741
H 3.24928 4.43733 -1.41617
H 2.11416 4.44248 2.09076
H 3.90053 3.28305 3.70534
H 5.59893 1.90235 2.11366
H 0.78224 0.40108 -4.25733
H 1.85372 1.04086 -3.06476
H -0.04855 -2.60125 -0.70943
H -0.09752 -2.44150 1.70994
H 3.24107 0.28276 1.47040
H 3.38038 0.11709 -0.94107
H -1.41361 -0.97333 -2.85672
H -4.00458 -4.18136 -1.71795
H -5.30961 -5.62144 -0.13048
H -5.56660 -4.83284 2.27549
H -4.83047 -2.56994 2.88557

Electronic structure analysis, Löwdin charges in units of e: 0.07, -0.45, -0.07, -0.07, 0.06, -0.16, -0.24, -0.04, -0.07, -0.13, 0.01, -0.23, -0.35, 0.92, -0.56, -0.09, -0.09, -0.62, 0.64, -0.09, -0.08, 0.14, 0.03, -0.49, 0.11, -0.36, -0.04, -0.07, -0.08, -0.09, -0.47, 1.11, 0.14, 0.12, 0.10, 0.11, 0.10, 0.12, 0.09, 0.06, 0.09, 0.12, 0.07, 0.13, 0.15, 0.12, 0.10, 0.09, 0.10



DFT (the ωB97M-V functional and the def2-TZVPD basis) results for a structure of composition C23H17FeNO5S.

The expectation value of S² is 6.220. For the electronic energy, the calculation gives -81070.345 eV. The calculation puts the highest occupied orbital energy (spin up / spin down) at -6.0 / -7.6 eV. As for the total charge: 0. The maximum force is 6.91 eV/A. The multiplicity is 5. The frontier orbital gap (spin up / spin down) comes out at 0.2301 / 0.1926 hartree.

Positions of all 48 atoms, in Å:
O 3.90109 -4.39555 -0.50784
C 3.67835 -3.30330 -0.74012
Fe 3.21542 -1.52681 -1.11847
C 4.48749 -0.86417 0.12084
O 5.22954 -0.45006 0.87874
C 4.50780 -1.43974 -2.50648
O 5.26262 -1.37814 -3.35643
C 1.52506 -1.34643 0.15909
C 1.16557 -2.33820 -0.94348
C 1.53511 -1.90438 -2.36016
C 1.98067 -0.61477 -2.60611
C 2.19404 0.31134 -1.52760
C 1.96896 -0.07326 -0.16132
H 1.34460 -1.61792 1.20273
H 1.50019 -3.37065 -0.71355
H 0.05446 -2.41377 -0.92670
H 1.38479 -2.59956 -3.19060
H 2.20373 -0.30402 -3.63105
H 2.51445 1.33082 -1.74989
H 2.16787 0.64831 0.63565
C 0.43252 0.46782 5.02753
C 1.02168 1.35148 4.14139
C 0.45187 1.58571 2.91388
C -0.73183 0.92995 2.53479
C -1.29473 1.12729 1.24789
C -0.79861 1.89580 0.29877
N -0.32399 2.56765 -0.56713
S -2.79089 0.25493 0.80411
C -3.23843 0.85901 -0.82252
C -4.03891 1.96735 -0.97285
C -4.36841 2.40615 -2.24060
C -3.89333 1.73369 -3.34805
C -3.09272 0.62151 -3.19007
C -2.76489 0.18618 -1.92213
O -2.34542 -1.18306 0.65588
O -3.86386 0.66966 1.78137
C -1.31924 0.04763 3.45900
C -0.74053 -0.17838 4.68217
H 0.88800 0.28367 5.98633
H 1.93404 1.85570 4.41197
H 0.90434 2.27807 2.22451
H -4.40890 2.47521 -0.09634
H -4.99206 3.27612 -2.36515
H -4.14515 2.07831 -4.33800
H -2.72030 0.09428 -4.05253
H -2.14773 -0.68551 -1.77437
H -2.23551 -0.45166 3.18854
H -1.19883 -0.86428 5.37437

Electronic structure analysis, Löwdin charges in units of e: 0.15, -0.11, 0.02, -0.08, 0.15, -0.08, 0.16, -0.13, -0.22, -0.14, -0.18, -0.16, -0.20, 0.12, 0.10, 0.13, 0.12, 0.13, 0.11, 0.12, -0.07, -0.07, -0.02, -0.20, -0.22, -0.25, 0.24, 0.83, -0.31, -0.05, -0.06, -0.06, -0.06, -0.06, -0.33, -0.32, -0.01, -0.06, 0.11, 0.11, 0.11, 0.12, 0.11, 0.11, 0.11, 0.11, 0.10, 0.11



DFT (the ωB97M-V functional and the def2-TZVPD basis) results for a structure of composition C23H17IrN4O8SSe.

The value obtained for the energy above the lowest of the compared OMol25 structures with the same formula, charge and spin is 31.19 kcal per mole. The expectation value of S² is 0.755. For the electronic energy, the calculation gives -125487.778 eV. The calculation puts the highest occupied orbital energy (spin up / spin down) at -4.8 / -5.1 eV. As for the total charge: -1. The maximum force is 0.86 eV/A. The multiplicity is 2. The frontier orbital gap (spin up / spin down) comes out at 0.2352 / 0.2481 hartree.

Positions of all 55 atoms, in Å:
Ir -0.95295 -0.37568 0.32599
O 4.73037 -1.68288 4.31880
C 4.31316 -0.53625 4.08494
O 4.74680 0.58248 4.40966
C 3.00701 -0.49248 3.24552
C 2.40390 0.71946 2.93767
C 1.22718 0.72722 2.20682
N 0.64615 -0.41418 1.83666
C 1.23685 -1.58170 2.06451
C 2.42578 -1.65891 2.77442
C 0.53333 -2.75284 1.46753
C 0.97700 -4.05753 1.63358
C 0.28990 -5.08913 1.01996
C -0.83557 -4.80240 0.26323
C -1.23727 -3.48412 0.15461
N -0.56975 -2.48894 0.74757
C 0.53556 1.97819 1.77285
C 1.14541 3.22680 1.85163
C 0.45299 4.34154 1.41984
C -0.84891 4.19466 0.95885
C -1.37873 2.92008 0.90738
N -0.69888 1.83481 1.27679
H 2.88181 1.62011 3.29756
H 2.93739 -2.58809 2.98324
H 1.85290 -4.25535 2.23327
H 0.63690 -6.10871 1.12644
H -1.39240 -5.57639 -0.24481
H -2.10302 -3.20923 -0.43818
H 2.15736 3.30947 2.22009
H 0.92465 5.31536 1.43449
H -1.43151 5.04385 0.62992
H -2.38581 2.75097 0.54039
O 2.33301 -0.55096 -2.34383
C 1.25448 -0.09659 -1.99204
O 0.70567 -0.38713 -0.87456
C 0.59611 0.90311 -2.96005
C 1.45286 1.43550 -3.92035
C 1.03672 2.40390 -4.81939
C -0.26963 2.86727 -4.78827
C -1.15429 2.32886 -3.87136
C -0.73242 1.35393 -2.96550
S -1.97119 0.85853 -1.82894
H 2.46765 1.06336 -3.92589
H 1.73464 2.79601 -5.54858
H -0.60773 3.61895 -5.49001
H -2.19046 2.64117 -3.85576
O -3.62301 -2.93548 -2.31655
Se -3.85034 -1.34326 -2.34989
O -4.53329 -0.74574 -0.99669
O -2.12153 -0.79482 -2.06536
O -4.31210 -0.65593 -3.72289
N -2.84871 -0.52602 1.20309
H -2.96010 -1.32449 1.81962
H -3.52683 -0.62522 0.42580
H -3.10714 0.30488 1.72617

Electronic structure analysis, Löwdin charges in units of e: 1.12, -0.04, -0.69, -0.04, -0.07, 0.06, -0.18, 0.02, -0.18, 0.07, -0.17, 0.01, -0.05, -0.04, -0.09, -0.01, -0.19, 0.00, -0.05, -0.06, -0.15, 0.02, 0.11, 0.11, 0.11, 0.11, 0.11, 0.09, 0.11, 0.11, 0.10, 0.10, 0.04, -0.59, -0.19, -0.10, -0.02, -0.07, -0.09, -0.11, -0.42, 0.94, 0.12, 0.10, 0.10, 0.10, -0.45, 0.85, -0.50, -0.71, -0.44, -0.05, 0.07, 0.00, 0.06



DFT (the ωB97M-V functional and the def2-TZVPD basis) results for a structure of composition C23H18AsCl3F6FeN2O4SSi.

The value obtained for the energy above the lowest of the compared OMol25 structures with the same formula, charge and spin is 0.00 kcal per mole. The expectation value of S² is 6.009. For the electronic energy, the calculation gives -203135.620 eV. The calculation puts the highest occupied orbital energy (spin up / spin down) at -8.1 / -8.2 eV. As for the total charge: 0. The maximum force is 0.14 eV/A. The multiplicity is 5. The frontier orbital gap (spin up / spin down) comes out at 0.2794 / 0.2791 hartree.

Positions of all 60 atoms, in Å:
Fe 0.06181 -0.74155 -0.01330
C 0.42042 -3.39053 3.39505
C -0.08885 -2.23567 2.57371
O 0.06450 -2.31760 1.34709
C -0.73127 -1.10168 3.22075
C -0.83864 -1.08348 4.62705
C -1.47337 -0.07269 5.29995
C -2.04642 0.97218 4.56054
C -1.96262 0.99356 3.19316
C -1.29126 -0.02486 2.47267
O -1.23120 0.08338 1.17771
H 0.80523 -4.14782 2.71838
H -0.36058 -3.81237 4.02730
H 1.23341 -3.05073 4.03859
H -0.40109 -1.89227 5.19604
H -1.53474 -0.08325 6.37908
H -2.56241 1.77395 5.07515
H -2.40583 1.79376 2.61341
O 0.31307 2.67440 -3.24638
S 0.67181 1.82749 -2.14881
O 2.04999 1.13549 -2.51936
N -0.30890 0.75460 -1.67017
C -1.40086 0.31820 -2.46383
C -2.16380 1.11249 -3.28054
C -3.21646 0.56537 -4.04458
C -3.51353 -0.76384 -3.99438
C -2.77326 -1.60755 -3.13488
C -3.02331 -2.99257 -3.01095
C -2.28535 -3.74694 -2.14580
C -1.29885 -3.11142 -1.37157
N -1.03286 -1.83083 -1.47395
C -1.73439 -1.06445 -2.35429
C 1.18813 2.73321 -0.74783
C 2.32019 3.53065 -0.87716
C 2.72150 4.28353 0.20807
C 2.00019 4.23026 1.39684
C 0.86862 3.43893 1.50161
C 0.44461 2.68144 0.41856
H -1.95024 2.16703 -3.35603
H -3.78655 1.22519 -4.68497
H -4.31181 -1.18514 -4.59172
H -3.80813 -3.43953 -3.60931
H -2.45397 -4.80783 -2.03022
H -0.72132 -3.66097 -0.63786
H 2.88297 3.54316 -1.80060
H 3.60701 4.89983 0.13565
H 2.33240 4.80825 2.24926
H 0.31626 3.38925 2.43040
H -0.42640 2.04433 0.49480
Cl 2.75223 1.31176 -5.43170
Si 2.53663 0.17421 -3.77658
Cl 4.28556 -0.61991 -3.22006
Cl 1.14485 -1.25033 -4.12161
F 1.76387 0.08154 1.43946
As 3.22824 -0.63128 0.75244
F 4.51266 -1.38088 -0.09547
F 4.18813 -0.09906 2.06033
F 2.85521 -2.10783 1.54985
F 3.48801 0.83812 -0.10760
F 2.08074 -1.13071 -0.59141

Electronic structure analysis, Löwdin charges in units of e: 0.82, -0.01, -0.35, -0.04, -0.09, -0.04, -0.09, -0.08, -0.02, -0.33, -0.16, 0.09, 0.09, 0.10, 0.10, 0.10, 0.10, 0.11, -0.26, 0.74, -0.43, -0.16, -0.25, 0.00, -0.05, -0.03, -0.15, 0.01, -0.03, -0.09, 0.05, -0.18, -0.29, -0.05, -0.05, -0.05, -0.05, -0.05, 0.11, 0.11, 0.11, 0.12, 0.11, 0.12, 0.13, 0.11, 0.11, 0.11, 0.09, 0.39, -0.81, 0.45, 0.45, -0.24, 0.77, -0.23, -0.21, -0.21, -0.22, -0.31